1.
# C7H13N5

2 unconnected molecules or ions with the total composition C7H13N5 (the ωB97M-V functional and the def2-TZVPD basis, the Open Molecules 2025 dataset).

The geometry in XYZ format:
```
25
Properties=species:S:1:pos:R:3:mulliken_charge:R:1
C 2.0552 -0.3232 0.0943 0.1825
C -1.7056 0.7421 2.1652 -1.0685
C -1.8881 0.5656 0.8981 0.0269
C -3.0308 -0.2977 -1.0870 -1.4497
C -1.1904 1.3619 -1.2395 -0.8565
C 1.3511 -1.1753 0.8556 -0.0129
C -2.0910 0.5671 -0.3568 1.0333
N 3.5569 0.6003 -1.2755 -0.4137
N 3.0448 -0.5353 -0.8394 0.1359
N 2.1174 1.0881 0.1077 0.2342
N 2.9765 1.5525 -0.7252 -0.4640
N 1.4069 -2.6063 0.9488 -0.6191
H -2.0043 1.5804 2.7802 0.2592
H -1.2196 0.0053 2.7318 0.3286
H -3.5030 0.4422 -1.8684 0.3135
H -3.7295 -0.8382 -0.5369 0.4189
H -2.4712 -1.0030 -1.8144 0.2730
H -1.1642 0.8078 -2.1816 0.3481
H -0.1695 1.1811 -0.8109 0.0916
H -1.5741 2.4043 -1.5620 0.2915
H 0.6691 -0.6037 1.5379 -0.0147
H 3.4937 -1.3980 -1.1377 0.1796
H 1.3299 -2.8094 1.9338 0.2503
H 1.4064 1.5840 0.6815 0.3104
H 2.3334 -2.8925 0.7004 0.2215
```

Results
**Total charge**: 0
**Lowest unoccupied orbital energy**: 0.03023 hartree
**HOMO-LUMO gap**: 7.5818 eV
**Highest occupied orbital energy**: -0.2484 Eh
**Energy relative to the best compared isomer or geometry (same formula, charge and spin)**: 3.0699 eV

---

2.
# C7H13N6

A gas-phase ion, C7H13N6 (charge +1) (the ωB97M-V functional and the def2-TZVPD basis, the Open Molecules 2025 dataset).

The geometry in XYZ format:
```
26
Properties=species:S:1:pos:R:3:mulliken_charge:R:1
C -2.2672 -1.7234 -1.1664 -0.2254
C -0.9461 -0.4557 -0.2140 0.5643
C 2.1719 -0.8897 -1.1385 0.1500
C 1.1672 0.9840 -2.0854 -0.1602
C -2.6894 1.3886 0.3006 -0.6553
C 1.3173 -2.0345 1.0066 -0.8521
C 0.5263 1.0762 1.0407 -1.4104
N -0.9682 -1.6215 -0.8731 -0.5876
N -2.9393 -0.6946 -0.7994 -1.0457
N 1.6907 -0.1220 -2.1046 -0.2137
N -2.1792 0.1085 -0.1251 0.8981
N 1.3922 -0.9233 0.0086 -0.0884
N 0.3561 0.0209 0.0637 0.1797
H -2.7317 -2.4505 -1.8291 0.4287
H 3.0300 -1.6480 -1.4004 0.3864
H 1.3004 1.8051 -1.3354 0.2237
H 0.5224 1.2983 -2.9050 0.3339
H -1.8992 1.6723 0.9398 0.2653
H -2.6975 2.1993 -0.5754 0.2546
H -3.6989 1.3938 0.6712 0.3015
H 0.4884 -2.7031 0.7048 0.2959
H 2.2960 -2.3213 0.8902 0.4721
H 0.9882 -1.5843 1.9973 0.2490
H 0.4018 2.0786 0.7438 0.4022
H 0.0317 0.6469 1.9090 0.5303
H 1.7222 1.0850 1.2928 0.3031
```

Results
**Total charge**: +1
**Lowest unoccupied orbital energy**: -0.17447 hartree
**HOMO-LUMO gap**: 7.6620 eV
**Highest occupied orbital energy**: -0.4560 Eh
**Energy relative to the best compared isomer or geometry (same formula, charge and spin)**: 0.9965 eV

---

3.
# C7H13N7

2 unconnected molecules or ions with the total composition C7H13N7 (the ωB97M-V functional and the def2-TZVPD basis, the Open Molecules 2025 dataset).

The geometry in XYZ format:
```
27
Properties=species:S:1:pos:R:3:mulliken_charge:R:1
C 0.9550 -3.0396 0.0738 0.0957
C 1.7665 -1.4032 -0.9950 0.0468
C -0.6810 1.1856 0.0467 -0.5758
C -2.8849 0.6567 -0.7185 0.0071
C 0.4553 0.5018 -0.0817 0.3944
C 2.2030 1.6212 0.0429 0.4272
C -4.0977 0.0173 -0.1474 -0.9349
N 1.8204 -2.7074 -0.8403 -0.4358
N -1.8410 0.4717 -0.0392 -0.2440
N 0.3168 -1.9299 0.5165 0.4964
N 0.8075 -0.8161 -0.2214 0.0704
N 2.7019 1.6544 1.2764 -0.3472
N -0.7205 -1.6081 1.3112 -0.8664
N 2.8563 2.1937 -0.9733 -0.3336
H 0.6435 -3.9439 0.5192 0.4061
H 2.3783 -0.7777 -1.7325 0.2963
H -0.6373 2.1954 0.2184 0.5515
H -2.6851 1.3298 -1.6609 0.3973
H -3.9221 -0.5380 0.8792 0.2160
H -4.5083 -0.5525 -0.9390 0.3759
H -4.6393 0.9455 -0.0276 0.3297
H 2.5078 0.9495 1.9617 0.2560
H 3.5812 2.2085 1.4938 0.2794
H -1.5689 -1.0029 0.8920 0.2949
H -1.1165 -2.2975 1.9358 0.2870
H 2.5585 2.0477 -1.9385 0.2741
H 3.7505 2.6382 -0.8525 0.2356
```

Results
**Total charge**: +2
**Lowest unoccupied orbital energy**: -0.28912 hartree
**HOMO-LUMO gap**: 8.3903 eV
**Highest occupied orbital energy**: -0.5975 Eh
**Energy relative to the best compared isomer or geometry (same formula, charge and spin)**: 3.8119 eV